Model A:
Computed, not measured: a cluster of 2 separate species, C4H3F3O in total, with wB97M-V/def2-TZVPD.

Geometry as XYZ:
```
11
Properties=species:S:1:pos:R:3:nbo_charge:R:1
C 0.21790 1.29295 0.93809 -0.7238
C -0.98142 0.74874 0.68763 0.7088
C -0.14767 -0.85180 -1.12386 0.1227
C 0.86975 -1.31608 -0.43750 0.6084
O -2.02112 0.69464 0.15404 -0.4514
F -0.16067 -0.08010 -2.25046 -0.3097
F 2.02010 -0.57870 -0.18847 -0.3127
F 0.58256 -1.95481 0.71324 -0.3137
H 0.23382 2.46630 0.98028 0.2725
H -1.19354 -1.29538 -1.10488 0.2118
H 0.58028 0.87425 1.63189 0.1871
```

Properties
* LUMO level: -0.22 eV
* gap between HOMO and LUMO: 0.3389 hartree
* HOMO: -9.44 eV
* SMILES: FC=C(F)F.C=C=O
* multiplicity: 1

=====

Model B:
Computed, not measured: a cluster of 2 separate species, C4H3F3O in total, with wB97M-V/def2-TZVPD.

Geometry as XYZ:
```
11
Properties=species:S:1:pos:R:3:nbo_charge:R:1
C -1.39846 1.83140 -1.50482 -0.1577
C -1.55893 1.51164 -0.36349 -0.3158
C 1.22575 -0.79845 1.63275 0.2432
C 0.65425 -1.42550 0.42245 0.7535
O 0.89659 -0.06966 0.08822 -0.6199
F 2.55185 -0.91880 1.63080 -0.3292
F 1.23956 -2.25508 -0.44175 -0.2989
F -0.65364 -1.71092 0.42408 -0.3135
H -1.22323 2.08882 -2.50757 0.2423
H 0.06210 0.46778 -0.01701 0.5375
H -1.79584 1.27877 0.63634 0.2585
```

Properties
* LUMO level: 0.86 eV
* gap between HOMO and LUMO: 0.3768 hartree
* HOMO: -9.39 eV
* multiplicity: 1

=====

Which one is most stable, and which one is least stable? model A is the most stable of them, while model B is the least stable.

=====

Model A:
Computed, not measured: a cluster of 2 separate species, C4H10O3 in total, with wB97M-V/def2-TZVPD.

Geometry as XYZ:
```
17
Properties=species:S:1:pos:R:3:nbo_charge:R:1
C -0.54070 -0.03761 0.31876 -0.4386
C -0.32294 1.38899 0.83544 -0.4464
C 0.19220 1.48325 2.32427 -0.0161
O -0.49518 2.45519 2.98853 -1.0130
C 0.26823 -0.43221 -0.97805 0.0004
O 0.51556 -1.75522 -1.03109 -0.9607
H -1.62512 -0.09640 0.01795 0.1648
H -0.12628 -0.72319 1.07616 0.1957
H 0.40003 1.90886 0.16311 0.1626
H -1.31859 1.84662 0.79679 0.1882
H 0.06231 0.46609 2.77461 0.0664
H 1.28689 1.77924 2.44669 0.0676
H -0.30091 -0.04476 -1.88455 0.0660
H 1.20426 0.22051 -0.97807 0.0650
H 0.54032 -2.21235 -2.55324 0.5112
H -0.03201 -3.50576 -2.90753 0.4405
O 0.29194 -2.74124 -3.40977 -1.0535
```

Properties
* LUMO level: 6.64 eV
* net charge: -2
* gap between HOMO and LUMO: 0.2143 hartree
* HOMO: 0.81 eV
* multiplicity: 1

=====

Model B:
Computed, not measured: a cluster of 2 separate species, C4H10O3 in total, with wB97M-V/def2-TZVPD.

Geometry as XYZ:
```
17
Properties=species:S:1:pos:R:3:nbo_charge:R:1
C 0.05655 -0.25817 -0.21252 -0.4249
C 1.61120 -0.37108 -0.30570 -0.4412
C 2.36076 -1.70685 0.12116 -0.0064
O 3.75239 -1.66315 0.11908 -0.9870
C -0.58614 1.14859 -0.69389 -0.0134
O -2.08793 1.28465 -0.38452 -0.9712
H -0.32571 -0.30709 0.82286 0.1956
H -0.44255 -0.98581 -0.82887 0.1807
H 1.79918 -0.16785 -1.33910 0.1592
H 2.13004 0.37683 0.25368 0.1819
H 1.98270 -1.84764 1.19012 0.0604
H 1.83846 -2.50564 -0.45979 0.0658
H -0.20924 1.99754 -0.12123 0.1482
H -0.54550 1.37453 -1.74217 0.1450
H -2.98660 1.18310 0.17364 0.5566
H -4.21081 0.41543 1.53401 0.3982
O -4.12497 1.32746 1.14827 -1.2475
```

Properties
* LUMO level: 6.78 eV
* net charge: -2
* gap between HOMO and LUMO: 0.2497 hartree
* HOMO: -0.01 eV
* multiplicity: 1

=====

Which one is most stable, and which one is least stable? model A is the most stable of them, while model B is the least stable.

=====

Model A:
Computed, not measured: a cluster of 2 separate species, C5H14N2O2 in total, with wB97M-V/def2-TZVPD.

Geometry as XYZ:
```
23
Properties=species:S:1:pos:R:3:nbo_charge:R:1
C -1.85632 0.52973 -0.42889 -0.1048
C -0.77975 -0.38386 0.18223 0.4971
N -1.34214 -1.10440 1.30696 -0.8517
O -2.73962 -0.25685 -1.20336 -0.7267
N -0.14173 -1.08400 -0.84374 -0.7628
H -2.15170 -0.85365 -1.69865 0.4871
H -0.75861 -1.89693 1.55332 0.3594
H -2.25636 -1.45306 1.04207 0.3779
H 0.29744 -1.91903 -0.46054 0.3404
H -1.36226 1.29754 -1.03837 0.1640
H -2.44220 1.02182 0.34768 0.1865
C 1.41069 0.27809 -1.12280 -0.0481
C 0.02562 1.48021 1.70413 -0.2650
C 2.60064 -0.56635 -0.80501 -0.6681
O 0.34234 0.47556 0.74373 -0.5900
H 1.03371 0.23610 -2.13484 0.1938
H 1.53118 1.32363 -0.86307 0.1956
H 0.95253 1.76666 2.20239 0.1893
H -0.43097 2.35890 1.23728 0.1646
H -0.66313 1.05252 2.43645 0.2017
H 2.70976 -0.67456 0.27597 0.2252
H 3.50303 -0.07081 -1.18174 0.2221
H 2.51787 -1.55726 -1.25121 0.2126
```

Properties
* LUMO level: 0.76 eV
* gap between HOMO and LUMO: 0.3538 hartree
* HOMO: -8.86 eV
* multiplicity: 1

=====

Model B:
Computed, not measured: a cluster of 2 separate species, C5H14N2O2 in total, with wB97M-V/def2-TZVPD.

Geometry as XYZ:
```
23
Properties=species:S:1:pos:R:3:nbo_charge:R:1
N -0.17522 -1.91839 0.39264 -0.8823
C 0.01719 -0.90930 -0.65168 -0.0498
C -1.18392 -0.03402 -1.01963 -0.5422
C -1.60801 -0.38289 -2.43601 0.4649
O -1.17534 0.11167 -3.43535 -0.5112
C 1.15407 0.06665 -0.18624 -0.2168
N 0.64911 1.14697 0.71688 -0.6530
C 1.72556 2.19954 0.83494 -0.4200
H -0.67936 -2.69807 -0.00615 0.3678
H 0.59926 -2.30300 0.91060 0.3746
H 0.45992 -1.49825 -1.52192 0.1862
H -0.91759 1.02215 -0.92976 0.2609
H -2.08456 -0.18047 -0.42143 0.2092
H -2.40739 -1.15316 -2.31736 0.0871
H 1.74800 -0.66842 0.34814 0.1607
H 1.75945 0.54835 -0.95030 0.2086
H 0.34704 0.79727 1.61427 0.3689
H 2.43525 1.90155 1.61061 0.1876
H 2.22094 2.29036 -0.14627 0.1900
H 1.16619 3.11106 0.90242 0.2104
H -1.91963 -0.28199 1.76456 0.4653
H -0.64213 -0.76041 2.31104 0.4678
O -1.48884 -0.40722 2.61603 -0.9347
```

Properties
* LUMO level: 0.76 eV
* gap between HOMO and LUMO: 0.3622 hartree
* HOMO: -9.10 eV
* SMILES: CNC[C@@H](N)CC=O.O
* multiplicity: 1

=====

Model C:
Computed, not measured: a structure of composition C5H14N2O2, with wB97M-V/def2-TZVPD.

Geometry as XYZ:
```
23
Properties=species:S:1:pos:R:3:nbo_charge:R:1
C -0.17558 -1.37161 0.68351 -0.3174
C 1.22239 -1.61598 1.18923 -0.6453
N -0.83621 0.82747 1.45691 -0.9274
H -0.28341 0.82184 2.30944 0.4118
H -1.82507 0.73125 1.25330 0.3970
H -0.48587 -2.10709 -0.05478 0.1694
H -0.91668 -1.52416 1.47092 0.2093
H 1.57759 -0.78838 1.80755 0.2159
H 1.92462 -1.73494 0.36305 0.2056
H 1.24940 -2.52758 1.80029 0.2079
C -1.35891 -0.04441 -1.54147 -0.6540
C -0.06128 1.21267 0.28299 0.5864
C -0.08238 0.03106 -0.71155 0.1446
N 1.11466 0.11957 -1.56304 -0.8982
O -0.63222 2.39185 -0.26522 -0.7433
O 1.23354 1.50108 0.71300 -0.7386
H -0.59418 3.02092 0.47013 0.4789
H 1.77698 1.17617 -0.04035 0.5021
H 1.29037 -0.75987 -2.03966 0.3751
H 0.99744 0.84694 -2.27538 0.3789
H -1.60711 -1.07729 -1.81133 0.2099
H -2.23338 0.34993 -1.01262 0.2179
H -1.29471 0.52055 -2.48491 0.2135
```

Properties
* LUMO level: 0.87 eV
* gap between HOMO and LUMO: 0.3370 hartree
* HOMO: -8.30 eV
* multiplicity: 1

=====

Model D:
Computed, not measured: a cluster of 2 separate species, C5H14N2O2 in total, with wB97M-V/def2-TZVPD.

Geometry as XYZ:
```
23
Properties=species:S:1:pos:R:3:nbo_charge:R:1
C 2.34739 -0.09865 0.59506 -0.7174
C 1.09225 -0.89104 0.37090 0.7198
N -0.05050 -0.12416 0.14726 -0.4729
C -1.31248 -0.79531 0.36292 -0.4256
C -0.08103 0.80626 -0.98106 -0.2132
C -0.68990 2.14408 -0.62624 -0.2172
N -1.09177 2.90559 -1.78412 -0.8577
O 1.05823 -2.10304 0.38872 -0.6232
H 2.16613 0.57229 1.43992 0.2371
H 3.19329 -0.70067 0.90812 0.2412
H 2.53918 0.58637 -0.21908 0.2280
H -2.07047 -0.03045 0.55673 0.1995
H -1.31190 -1.36414 1.28345 0.2397
H -1.60128 -1.48790 -0.43134 0.1911
H 0.93304 0.94901 -1.33617 0.1986
H -0.62310 0.34280 -1.81037 0.1818
H -1.50978 2.00362 0.07898 0.1759
H 0.03997 2.73249 -0.05983 0.1856
H -0.63643 3.79032 -1.91264 0.3706
H -1.19712 2.41212 -2.64924 0.3640
H -0.68860 -4.60093 2.07332 0.4650
H 0.12817 -3.40967 1.51802 0.4978
O -0.63328 -3.63899 2.08668 -0.9685
```

Properties
* LUMO level: 0.85 eV
* gap between HOMO and LUMO: 0.3652 hartree
* HOMO: -9.09 eV
* SMILES: CC(=O)N(C)CCN.O
* multiplicity: 1

=====

Which one is most stable, and which one is least stable? model D is the most stable of them, while model A is the least stable.